<one>
Here is a gas-phase ion, C4H6N3 (charge +1) from OMol25. Energies are from the ωB97M-V functional and the def2-TZVPD basis.

The geometry in ORCA input format:
```
! wB97M-V def2-TZVPD RIJCOSX def2/J DEFGRID3
* xyz 1 1
C -1.834 0.357 -0.104
N -1.983 -0.867 -0.313
N -1.026 -1.946 0.296
C 0.168 -1.983 0.023
N 0.873 -0.907 -0.537
C 0.577 0.328 -0.305
C -0.495 0.771 0.555
H -2.241 1.341 -0.367
H 0.606 -2.875 0.073
H 1.687 -1.163 -1.110
H 1.346 1.007 -0.711
H -0.578 1.841 0.837
H -0.421 0.037 1.472
*
```

Structure (SMILES): C1=NN=C[NH+]=CC1
Frontier orbital gap in eV: 9.4



<two>
Here is a gas-phase ion, C4H6N3 (charge +1) from OMol25. Energies are from the ωB97M-V functional and the def2-TZVPD basis.

The geometry in ORCA input format:
```
! wB97M-V def2-TZVPD RIJCOSX def2/J DEFGRID3
* xyz 1 1
C -2.342 -0.842 -0.405
C -1.614 0.075 0.251
N -0.311 0.417 0.545
C 0.784 -0.434 0.095
C 0.558 0.919 -0.524
N -2.980 0.869 0.407
N -3.559 0.048 -0.228
H -2.185 -1.732 -1.024
H -0.293 0.888 1.419
H 0.439 -1.381 -0.347
H 1.688 -0.764 0.685
H 1.153 1.646 -0.168
H 0.010 1.090 -1.435
*
```

Structure (SMILES): C1=C([NH+]2CC2)N=N1
Frontier orbital gap in eV: 9.0



<three>
Here is a gas-phase ion, C4H6N3 (charge +1) from OMol25. Energies are from the ωB97M-V functional and the def2-TZVPD basis.

The geometry in ORCA input format:
```
! wB97M-V def2-TZVPD RIJCOSX def2/J DEFGRID3
* xyz 1 1
C 2.514 -0.239 0.131
N 1.361 0.022 -0.162
C 0.077 0.169 0.128
N -0.661 -0.841 0.473
C -1.180 -1.920 0.062
N -0.406 1.483 0.462
C -1.371 1.977 -0.180
H 3.181 -0.326 -0.615
H 2.852 -0.420 1.113
H -1.659 -2.591 0.685
H -1.293 -1.959 -1.036
H -1.591 1.646 -1.246
H -1.822 2.998 0.185
*
```

Structure (SMILES): C=NC(N=C)=[N+]=C
Frontier orbital gap in eV: 10.3



Most stable structure, least stable structure: <three>, <two>.



<one>
Here is C8H10N2O2 in the gas phase from OMol25. Energies are from the ωB97M-V functional and the def2-TZVPD basis.

The geometry in ORCA input format:
```
! wB97M-V def2-TZVPD RIJCOSX def2/J DEFGRID3
* xyz 0 1
C 3.447 -1.291 -0.975
N 2.246 -1.680 -0.990
C 1.206 -1.033 -0.501
C 1.149 0.331 -0.663
C -0.052 1.027 -0.346
O -0.121 2.267 -0.286
C -1.193 0.248 -0.100
N -2.268 1.209 0.390
C -2.111 1.839 1.760
C -1.208 -1.148 -0.210
C 0.022 -1.703 -0.518
O 0.239 -3.081 -0.398
H 3.890 -0.245 -0.794
H 4.360 -1.947 -1.282
H 2.039 0.815 -0.900
H -1.068 2.500 0.153
H -3.325 0.714 0.146
H -2.347 1.116 2.685
H -1.111 2.235 1.977
H -2.782 2.663 1.745
H -2.003 -1.802 0.235
H 0.991 -3.035 -1.128
*
```

Structure (SMILES): C=Nc1cc(O)c(NC)cc1O
Frontier orbital gap in eV: 7.8



<two>
Here is 2 unconnected molecules or ions with the total composition C8H10N2O2 from OMol25. Energies are from the ωB97M-V functional and the def2-TZVPD basis.

The geometry in ORCA input format:
```
! wB97M-V def2-TZVPD RIJCOSX def2/J DEFGRID3
* xyz 0 1
C 3.416 0.336 0.066
C 2.565 1.318 -0.481
C 2.841 -0.876 0.556
C 1.193 1.040 -0.454
C 1.495 -1.061 0.692
C 0.734 -0.118 0.093
C -2.550 -0.456 -1.332
C -2.161 -0.155 0.068
N -2.457 -1.090 0.995
N -1.744 1.068 0.506
O -1.678 1.284 1.740
O -1.571 1.951 -0.380
H 4.389 0.607 0.022
H 2.757 2.306 -0.962
H 3.330 -1.736 1.047
H 0.623 1.864 -0.796
H 1.016 -1.984 1.152
H -3.229 0.232 -1.782
H -2.934 -1.430 -1.495
H -1.696 -0.243 -1.970
H -2.108 -2.022 0.828
H -2.229 -0.837 1.887
*
```

Frontier orbital gap (spin up / spin down) in eV: 7.8 / 7.9



<three>
Here is C8H10N2O2 in the gas phase from OMol25. Energies are from the ωB97M-V functional and the def2-TZVPD basis.

The geometry in ORCA input format:
```
! wB97M-V def2-TZVPD RIJCOSX def2/J DEFGRID3
* xyz 0 1
N 3.580 -0.661 0.817
C 2.623 -0.496 -0.256
C 1.734 0.774 -0.290
C 0.179 0.398 -0.275
C -0.710 1.496 -0.309
C -2.026 1.263 -0.034
C -2.517 -0.046 -0.100
N -3.909 -0.282 0.138
O -4.498 0.517 0.889
O -4.443 -1.306 -0.380
C -1.668 -1.096 -0.171
C -0.293 -0.930 -0.263
H 3.141 -1.069 1.637
H 4.447 -0.244 0.829
H 2.103 -1.413 0.049
H 3.341 -0.627 -1.184
H 1.849 1.480 -1.149
H 1.769 1.419 0.562
H -0.312 2.495 -0.370
H -2.740 2.164 0.235
H -1.995 -2.111 0.086
H 0.345 -1.725 -0.461
*
```

Structure (SMILES): NCCc1ccc([N+](=O)[O-])cc1
Frontier orbital gap in eV: 8.6



Most stable structure, least stable structure: <one>, <two>.



<one>
Here is C18H20N2O5 in the gas phase from OMol25. Energies are from the ωB97M-V functional and the def2-TZVPD basis.

The geometry in ORCA input format:
```
! wB97M-V def2-TZVPD RIJCOSX def2/J DEFGRID3
* xyz 0 1
C 1.694 3.955 -0.336
O 0.786 3.029 0.216
C 1.217 1.807 0.652
C 0.345 1.163 1.522
C 0.601 -0.109 1.997
C 1.778 -0.751 1.653
C 2.036 -2.180 2.046
C 1.956 -3.078 0.793
N 0.870 -2.669 -0.072
C 1.145 -1.849 -1.128
O 2.235 -1.777 -1.663
N 0.093 -1.105 -1.622
C -1.180 -0.907 -1.076
C -1.975 -1.982 -0.691
C -3.240 -1.792 -0.138
C -3.683 -0.500 -0.006
C -2.903 0.581 -0.424
C -1.654 0.409 -0.960
O -3.584 1.744 -0.199
C -4.815 1.370 0.380
O -4.873 -0.036 0.495
C 2.671 -0.102 0.810
C 2.399 1.146 0.267
O 3.216 1.745 -0.654
C 4.231 0.964 -1.246
H 1.156 4.903 -0.363
H 1.995 3.678 -1.349
H 2.586 4.061 0.285
H -0.562 1.682 1.789
H -0.118 -0.592 2.642
H 3.021 -2.292 2.502
H 1.284 -2.498 2.772
H 2.870 -2.999 0.201
H 1.811 -4.123 1.082
H -0.003 -2.493 0.404
H 0.403 -0.399 -2.276
H -1.624 -2.988 -0.858
H -3.851 -2.626 0.162
H -1.057 1.252 -1.263
H -5.644 1.722 -0.256
H -4.907 1.826 1.379
H 3.580 -0.612 0.537
H 3.834 0.020 -1.629
H 4.613 1.565 -2.071
H 5.046 0.766 -0.542
*
```

Structure (SMILES): COc1ccc(CCNC(=O)Nc2ccc3c(c2)OCO3)cc1OC
Frontier orbital gap in eV: 8.7



<two>
Here is C18H20N2O5 in the gas phase from OMol25. Energies are from the ωB97M-V functional and the def2-TZVPD basis.

The geometry in ORCA input format:
```
! wB97M-V def2-TZVPD RIJCOSX def2/J DEFGRID3
* xyz 0 1
C 2.182 3.182 -0.982
O 1.218 2.154 -0.915
C 1.595 0.844 -0.906
C 0.601 -0.045 -1.304
C 0.807 -1.414 -1.339
C -0.319 -2.354 -1.697
N -1.120 -2.691 -0.533
C -2.020 -1.797 0.025
C -2.256 -1.837 1.403
C -3.191 -1.011 1.989
C -3.926 -0.120 1.220
C -3.728 -0.097 -0.161
C -2.780 -0.922 -0.746
O -4.454 0.727 -0.989
C -5.592 1.276 -0.365
C -5.235 1.787 1.030
O -4.826 0.717 1.848
C 2.047 -1.905 -0.960
C 3.047 -1.042 -0.551
C 2.842 0.331 -0.508
O 3.802 1.219 -0.063
C 5.113 0.745 0.133
C 5.291 -0.116 1.390
N 4.373 0.129 2.344
O 6.197 -0.908 1.508
H 1.619 4.086 -1.214
H 2.705 3.314 -0.032
H 2.912 2.996 -1.773
H -0.350 0.378 -1.587
H 0.085 -3.289 -2.095
H -0.964 -1.908 -2.454
H -0.576 -3.173 0.171
H -1.693 -2.524 2.018
H -3.364 -1.033 3.053
H -2.674 -0.867 -1.816
H -5.938 2.086 -1.009
H -6.377 0.512 -0.278
H -6.098 2.241 1.519
H -4.426 2.527 0.945
H 2.242 -2.967 -0.979
H 3.995 -1.455 -0.245
H 5.485 0.191 -0.737
H 5.727 1.643 0.257
H 4.400 -0.390 3.205
H 3.622 0.777 2.180
*
```

Structure (SMILES): COc1cc(CNc2ccc3c(c2)OCCO3)ccc1OCC(N)=O
Frontier orbital gap in eV: 8.0



Most stable structure, least stable structure: <one>, <two>.



<one>
Here is 2 unconnected molecules or ions with the total composition C5H13N from OMol25. Energies are from the ωB97M-V functional and the def2-TZVPD basis.

The geometry in ORCA input format:
```
! wB97M-V def2-TZVPD RIJCOSX def2/J DEFGRID3
* xyz 0 1
C 1.173 0.508 1.990
C 1.173 1.193 0.799
C 0.915 0.518 -0.538
C -0.599 0.927 -0.465
C -1.451 0.312 -1.615
H 2.089 0.576 2.569
H 0.375 -0.166 2.282
H 1.048 2.275 0.733
H 0.901 -0.566 -0.560
H 1.440 0.902 -1.402
H -0.712 1.997 -0.668
H -1.134 0.717 0.456
H -1.812 -0.673 -1.311
H -2.325 0.919 -1.858
H -0.907 0.128 -2.542
N -0.066 -2.343 0.255
H -0.999 -2.503 0.613
H 0.375 -1.586 0.756
H 0.516 -3.136 0.506
*
```

Structure (SMILES): C=CCCC.N
Frontier orbital gap in eV: 8.0



<two>
Here is 3 unconnected molecules or ions with the total composition C5H13N from OMol25. Energies are from the ωB97M-V functional and the def2-TZVPD basis.

The geometry in ORCA input format:
```
! wB97M-V def2-TZVPD RIJCOSX def2/J DEFGRID3
* xyz 0 1
C -3.507 -0.626 0.312
N -0.548 0.373 -0.075
C 2.351 0.300 1.351
C 1.600 -0.611 0.235
C 0.643 0.219 -0.568
C 0.969 0.738 -1.874
H -2.590 -0.093 0.077
H -3.582 -1.529 -0.300
H -4.365 0.030 0.161
H -3.496 -0.965 1.348
H 2.647 1.228 0.864
H 1.658 0.522 2.170
H 3.251 -0.200 1.699
H 1.187 -1.536 0.636
H 2.422 -0.872 -0.431
H -0.493 0.305 0.944
H 0.513 1.722 -1.988
H -0.578 0.313 -2.166
H 1.918 0.681 -2.393
*
```

Frontier orbital gap in eV: 9.4



<three>
Here is C5H13N in the gas phase from OMol25. Energies are from the ωB97M-V functional and the def2-TZVPD basis.

The geometry in ORCA input format:
```
! wB97M-V def2-TZVPD RIJCOSX def2/J DEFGRID3
* xyz 0 1
C -1.043 -2.928 0.410
C -0.984 -1.443 0.755
C -0.207 -0.643 -0.271
N 0.035 0.726 0.189
C 0.809 1.494 -0.811
C 1.455 2.747 -0.216
H -0.079 -3.361 0.141
H -1.476 -3.501 1.230
H -1.673 -3.104 -0.461
H -0.442 -1.352 1.695
H -1.978 -1.062 0.891
H 0.761 -1.090 -0.369
H -0.684 -0.641 -1.260
H -0.871 1.184 0.251
H 0.194 1.701 -1.694
H 1.589 0.834 -1.170
H 1.024 2.928 0.776
H 1.112 3.624 -0.770
H 2.523 2.629 -0.077
*
```

Structure (SMILES): CCCNCC
Frontier orbital gap in eV: 10.1



<four>
Here is C5H13N in the gas phase from OMol25. Energies are from the ωB97M-V functional and the def2-TZVPD basis.

The geometry in ORCA input format:
```
! wB97M-V def2-TZVPD RIJCOSX def2/J DEFGRID3
* xyz 0 1
C -1.303 0.001 -1.342
C 0.035 0.512 -0.686
C -0.249 1.792 0.031
N 0.703 -0.277 0.318
C 0.910 -1.660 -0.063
C 0.148 -0.228 1.697
H -2.121 0.683 -1.706
H -1.904 -0.583 -0.619
H -1.034 -0.735 -2.088
H 0.799 0.556 -1.450
H -1.270 1.773 0.326
H 0.534 2.000 0.719
H -0.378 2.635 -0.734
H 1.650 -2.193 0.554
H 0.003 -2.147 -0.046
H 1.400 -1.850 -1.142
H 0.326 -1.322 2.138
H -0.862 0.123 1.711
H 0.686 0.495 2.291
*
```

Structure (SMILES): CC(C)N(C)C
Frontier orbital gap in eV: 9.3



Most stable structure, least stable structure: <three>, <two>.